1.
162
Properties=species:S:1:pos:R:3 method="wB97M-V/def2-TZVPD" fmax_ev_per_a=2.36 spin_multiplicity=1 total_energy_ha=-2755.818365 lumo_energy_ev=0.6 homo_energy_ev=-8.99 orbital_gap_ha=0.3522 de_lowest_ev=1.275
C 2.8772 4.8109 -2.4267
O 2.4570 3.5176 -2.0366
C 2.8459 2.4583 -2.9002
C 2.0649 2.4463 -4.2176
C 0.5711 2.2985 -3.9962
N 2.5525 1.3873 -5.1027
H 3.9143 4.8164 -2.7726
H 2.8214 5.4274 -1.5280
H 2.1893 5.2409 -3.1593
H 3.9350 2.4615 -3.0256
H 2.5666 1.5579 -2.3398
H 2.2958 3.4245 -4.6555
H 0.3601 1.2325 -3.8619
H 0.0092 2.6010 -4.8807
H 0.2107 2.8715 -3.1436
H 3.5118 1.5542 -5.3886
H 2.6080 0.5379 -4.5407
C 0.5830 4.4854 0.8393
O 1.0547 5.6408 1.5428
C 1.8765 5.3338 2.6443
C 2.6041 6.5688 3.1416
C 1.6496 7.5140 3.8585
N 3.3797 7.2458 2.0788
H -0.2809 4.1053 1.3788
H 1.4008 3.7800 0.6804
H 0.3074 4.9326 -0.1154
H 1.3891 4.8237 3.4863
H 2.6367 4.6078 2.2985
H 3.3386 6.1556 3.8449
H 2.0714 8.5148 3.9913
H 1.3339 7.1667 4.8417
H 0.7552 7.6640 3.2462
H 3.1102 8.2192 2.0809
H 3.1385 6.8117 1.1972
C -4.5920 -3.1511 -7.6216
O -4.3361 -2.0959 -6.7397
C -3.4341 -2.4531 -5.7114
C -3.4833 -1.3740 -4.6311
C -2.4414 -1.6684 -3.5715
N -4.8319 -1.3266 -4.0905
H -3.6934 -3.5388 -8.1216
H -5.2684 -2.7949 -8.3961
H -5.0435 -4.0110 -7.1104
H -3.7834 -3.3832 -5.2411
H -2.4199 -2.5522 -6.1134
H -3.2629 -0.4589 -5.2043
H -2.5348 -2.6492 -3.1026
H -2.4205 -0.9062 -2.7914
H -1.4661 -1.6484 -4.0645
H -5.4354 -0.9124 -4.7928
H -4.9194 -0.7396 -3.2733
C 2.5655 -5.5734 1.6407
O 1.7847 -5.1725 2.7590
C 1.1931 -3.8915 2.5710
C 0.1654 -3.6556 3.6626
C -1.1604 -4.2620 3.2785
N -0.0183 -2.1552 3.6484
H 2.8629 -6.5967 1.8522
H 3.4252 -4.9109 1.5049
H 1.9327 -5.5486 0.7469
H 2.0011 -3.1532 2.6861
H 0.7877 -3.7984 1.5582
H 0.6361 -3.8953 4.6155
H -2.0017 -4.0746 3.9444
H -1.0800 -5.3454 3.1206
H -1.4234 -3.9431 2.2651
H -0.8821 -1.9531 4.1438
H 0.7101 -1.7819 4.2524
C -4.8457 -5.5211 1.3890
O -5.0659 -5.1286 0.0586
C -5.8135 -3.9357 -0.0538
C -4.9660 -2.6892 -0.3312
C -4.2312 -2.1885 0.8999
N -5.9040 -1.6269 -0.7443
H -4.0790 -6.2907 1.4403
H -5.7740 -5.8702 1.8603
H -4.5073 -4.7169 2.0559
H -6.5193 -4.0620 -0.8811
H -6.4285 -3.7501 0.8360
H -4.2671 -2.9810 -1.1251
H -4.8998 -1.9893 1.7396
H -3.6294 -1.3099 0.6661
H -3.5674 -2.9607 1.3058
H -5.4041 -0.8136 -1.0685
H -6.4291 -2.0024 -1.5287
C -2.8139 3.1900 -0.1822
O -3.9552 2.4145 -0.4299
C -3.8486 1.4900 -1.5226
C -4.9872 1.7338 -2.4973
C -5.0152 3.1457 -3.0942
N -6.2572 1.4193 -1.8461
H -2.5345 3.8347 -1.0201
H -1.9684 2.5841 0.1617
H -3.0309 3.8285 0.6784
H -2.8466 1.4951 -1.9545
H -3.9898 0.5131 -1.0478
H -4.7425 1.0323 -3.2973
H -5.7308 3.1657 -3.9127
H -4.0396 3.5809 -3.3262
H -5.3503 3.8223 -2.2992
H -7.0136 1.8977 -2.3185
H -6.2315 1.7789 -0.8976
C -1.5252 3.1294 3.7831
O -0.2849 2.7954 4.3482
C -0.2945 1.5341 4.9761
C 1.0980 1.1408 5.4215
C 2.1642 1.1296 4.3311
N 1.0289 -0.1716 6.0558
H -1.3886 3.9592 3.0933
H -2.2088 3.4603 4.5780
H -2.0389 2.3225 3.2468
H -0.9216 1.6045 5.8814
H -0.7624 0.7652 4.3477
H 1.4573 1.9440 6.0875
H 3.1115 0.8308 4.7845
H 2.2937 2.1249 3.9054
H 1.9042 0.4204 3.5416
H 1.9221 -0.4286 6.4734
H 0.4803 -0.0839 6.9142
C 4.2663 -1.0989 0.9402
O 5.1738 -2.0706 1.4372
C 5.1927 -2.1587 2.8543
C 5.7597 -0.9431 3.5662
C 7.2546 -0.7119 3.3077
N 5.4196 -1.0718 5.0064
H 4.3843 -0.1080 1.3840
H 3.2609 -1.4325 1.2374
H 4.3659 -1.1044 -0.1393
H 4.1632 -2.2748 3.2197
H 5.8417 -3.0173 3.0389
H 5.2574 -0.0437 3.1943
H 7.6669 -0.1303 4.1335
H 7.4663 -0.2048 2.3686
H 7.7748 -1.6760 3.2951
H 5.6379 -2.0345 5.2497
H 6.0253 -0.4512 5.5275
C 4.8220 -0.9017 -2.8498
O 3.4258 -1.0258 -2.8377
C 3.0130 -2.2221 -3.4934
C 1.5344 -2.4021 -3.2149
C 1.2189 -2.7290 -1.7668
N 0.9878 -3.4447 -4.0887
H 5.3313 -1.7291 -2.3405
H 5.0469 0.0359 -2.3391
H 5.2812 -0.8433 -3.8470
H 3.1500 -2.0838 -4.5756
H 3.6222 -3.0694 -3.1615
H 1.0758 -1.4185 -3.4121
H 1.7001 -2.0050 -1.1072
H 1.6631 -3.6950 -1.5034
H 0.1439 -2.7698 -1.6031
H 1.1479 -3.1842 -5.0642
H -0.0283 -3.3991 -4.0741
C 0.6030 -0.1074 1.0698
C 0.0009 0.4694 -0.2059
O -1.1524 -0.2775 -0.5595
H -0.1564 -0.0768 1.8498
H 1.4840 0.4335 1.4172
H 0.8708 -1.1381 0.8439
H 0.6837 0.4526 -1.0579
H -0.2237 1.5373 -0.0879
H -1.7767 -0.2800 0.1731

***

2.
162
Properties=species:S:1:pos:R:3 method="wB97M-V/def2-TZVPD" fmax_ev_per_a=1.40 spin_multiplicity=1 total_energy_ha=-2755.865212 lumo_energy_ev=0.5 homo_energy_ev=-8.90 orbital_gap_ha=0.3440 de_lowest_ev=0.000
C -0.2397 1.7422 -15.3717
O 0.5647 0.7125 -14.8648
C 0.8483 0.8823 -13.4931
C 1.2350 -0.4740 -12.9301
C 1.4411 -0.4577 -11.4235
N 2.4069 -1.0280 -13.6356
H -1.2998 1.5709 -15.1181
H -0.1828 1.7287 -16.4539
H 0.0281 2.7205 -14.9596
H 1.5887 1.6826 -13.3699
H -0.0759 1.1488 -12.9562
H 0.3484 -1.1039 -13.1121
H 1.9637 0.4413 -11.0864
H 2.0333 -1.3041 -11.0687
H 0.5021 -0.4960 -10.8653
H 2.2433 -0.9115 -14.6300
H 2.4361 -2.0227 -13.4483
C 0.2647 12.9452 -16.4856
O -0.1679 11.9499 -15.6187
C 0.8717 11.4412 -14.8124
C 0.2904 10.4432 -13.8342
C -0.7736 11.0481 -12.9272
N 1.4147 9.8621 -13.0685
H 0.7462 13.7795 -15.9564
H -0.6048 13.4179 -16.9536
H 0.8915 12.6026 -17.3167
H 1.6207 10.9233 -15.4268
H 1.3691 12.2455 -14.2486
H -0.1482 9.6070 -14.3856
H -1.6367 11.3674 -13.5157
H -0.4056 11.9247 -12.3845
H -1.1074 10.3204 -12.1857
H 1.0228 9.3371 -12.2908
H 1.9194 10.6242 -12.6177
C -8.0159 4.2568 -12.1062
O -7.0483 5.0209 -11.4323
C -7.1977 4.9779 -10.0212
C -6.4240 6.1231 -9.4248
C -4.9094 5.9372 -9.6143
N -6.7910 6.2466 -8.0050
H -9.0368 4.5329 -11.8173
H -7.8941 3.1791 -11.9411
H -7.9133 4.4678 -13.1718
H -8.2556 5.0971 -9.7620
H -6.8106 4.0310 -9.6204
H -6.6805 7.0698 -9.9022
H -4.5411 5.0368 -9.1140
H -4.4114 6.8521 -9.2949
H -4.6161 5.7895 -10.6602
H -6.4357 5.4266 -7.5170
H -6.2729 7.0189 -7.5988
C 0.0605 3.2138 -10.7534
O 1.1881 2.6691 -10.0982
C 1.0088 2.5139 -8.7102
C 2.2648 1.9036 -8.1188
C 1.9448 1.2093 -6.8032
N 3.3247 2.8946 -7.8750
H -0.1466 4.2520 -10.4763
H -0.8258 2.5954 -10.5493
H 0.2645 3.1455 -11.8190
H 0.7614 3.4770 -8.2360
H 0.1259 1.8723 -8.5334
H 2.6185 1.1381 -8.8127
H 2.8218 0.7635 -6.3371
H 1.1854 0.4339 -6.9189
H 1.5371 1.9261 -6.0775
H 2.9928 3.4892 -7.1176
H 3.3805 3.5287 -8.6689
C -4.7546 1.3415 -16.2938
O -4.1840 1.8670 -15.1254
C -4.9137 2.9416 -14.5674
C -4.0494 3.6090 -13.5132
C -3.9218 2.7771 -12.2497
N -4.5141 4.9485 -13.1351
H -5.5623 0.6281 -16.0917
H -3.9745 0.7978 -16.8307
H -5.1220 2.1338 -16.9562
H -5.1967 3.6713 -15.3423
H -5.8624 2.5541 -14.1568
H -3.0662 3.7267 -13.9841
H -3.7276 1.7325 -12.5105
H -4.8908 2.7534 -11.7407
H -3.1197 3.1392 -11.6119
H -5.3991 4.9209 -12.6255
H -4.7274 5.5327 -13.9423
C -2.1092 8.2993 -10.3601
O -3.0254 9.1347 -11.0323
C -3.4282 8.6216 -12.2864
C -4.5658 9.4939 -12.7731
C -5.8690 9.1754 -12.0462
N -4.7333 9.2934 -14.2304
H -1.1896 8.1491 -10.9331
H -2.5572 7.3127 -10.1934
H -1.9791 8.7097 -9.3600
H -2.5584 8.5487 -12.9617
H -3.7899 7.5824 -12.2319
H -4.2883 10.5331 -12.5549
H -5.8702 9.6846 -11.0813
H -5.9979 8.1055 -11.8743
H -6.7172 9.5278 -12.6343
H -3.8192 9.3728 -14.6739
H -5.2338 10.0807 -14.6323
C 3.4093 4.2133 -12.6464
O 4.4013 5.2280 -12.6812
C 4.0702 6.2792 -13.5449
C 4.7810 7.5730 -13.1760
C 4.5268 7.9061 -11.7076
N 4.2707 8.6917 -13.9952
H 3.8580 3.3703 -12.1280
H 3.0670 3.9627 -13.6538
H 2.5501 4.5541 -12.0523
H 4.3412 6.0212 -14.5846
H 2.9901 6.4955 -13.5533
H 5.8623 7.5132 -13.3157
H 4.9741 8.8584 -11.4204
H 5.0097 7.1461 -11.0907
H 3.4577 7.9394 -11.4835
H 3.2917 8.7951 -13.7328
H 4.3364 8.4518 -14.9786
C 1.5924 4.8094 -16.6846
O 1.5011 3.6448 -17.4478
C 1.7168 3.8913 -18.8141
C 1.8749 2.5821 -19.5692
C 2.0982 2.8094 -21.0466
N 0.7513 1.6385 -19.3694
H 1.4144 4.5591 -15.6362
H 0.8280 5.5710 -16.9123
H 2.5764 5.2871 -16.7690
H 0.9152 4.5011 -19.2645
H 2.6470 4.4624 -18.9744
H 2.7484 2.0798 -19.1384
H 2.3049 1.8760 -21.5648
H 2.9253 3.5007 -21.2236
H 1.2128 3.2643 -21.5043
H 0.4912 1.7143 -18.3890
H -0.0635 2.0307 -19.8440
C -2.5010 6.9734 -16.5004
O -1.4481 7.7689 -16.9754
C -1.4070 7.7695 -18.3854
C -0.1114 8.4046 -18.8450
C 0.0468 9.8373 -18.3469
N -0.0469 8.3020 -20.3071
H -2.5983 7.1102 -15.4191
H -2.3411 5.8905 -16.6066
H -3.4454 7.2705 -16.9700
H -1.4253 6.7463 -18.7847
H -2.2817 8.3242 -18.7588
H 0.7015 7.8367 -18.3802
H -0.6638 10.5295 -18.8072
H 1.0487 10.1834 -18.6302
H -0.0020 9.9397 -17.2629
H 0.6228 8.9727 -20.6618
H -0.9542 8.5313 -20.6957
C 0.0655 6.6664 -13.7900
C -0.8541 5.4759 -13.6125
O -1.7231 5.6939 -12.5105
H 0.8939 6.4599 -14.4676
H 0.5174 6.9200 -12.8241
H -0.4691 7.5606 -14.1114
H -0.2522 4.5864 -13.3958
H -1.4242 5.3290 -14.5333
H -2.6274 5.4895 -12.7995